1.
Computed, not measured: 13 unconnected molecules or ions with the total composition C16H58N14O13 at a distorted geometry, with ωB97M-V with the def2-TZVPD basis set.

Each line ends with the Mulliken charge.
Element x y z (Å)
O: -4.427684 2.415024 1.433804  -0.767
N: -2.263287 1.891321 0.821470  0.126
N: 0.028218 2.309620 4.297380  -0.188
O: -1.046131 4.164307 -1.895168  -0.703
H: -2.983471 2.695651 -3.115940  0.086
H: 2.798737 4.252655 1.658818  0.289
C: 0.451701 0.232482 0.855059  0.302
H: 1.466003 2.498483 -3.156175  0.150
H: -3.000020 -1.608541 -4.529952  0.315
C: 0.517812 0.399199 -0.648878  1.049
H: -4.381026 3.003163 -1.016609  0.239
H: -2.157208 -2.330122 3.772286  0.339
C: -0.605740 -2.731214 2.722101  -0.237
H: 1.212265 -0.035247 3.868129  0.164
H: -0.566672 0.919255 -2.118238  -0.514
H: 0.278521 1.064262 1.444942  1.188
O: 2.835088 2.418997 1.064789  -0.612
H: -1.580351 -5.354148 -1.412487  0.455
H: -0.933284 -2.335771 -0.751014  -0.361
H: -2.060489 1.624110 1.806269  0.246
C: -1.465302 -4.461093 -0.813256  -1.295
C: -1.033021 -1.277218 -4.262733  0.011
H: 4.291329 0.393586 4.758538  0.280
C: 3.287653 -2.749369 0.920352  -0.482
C: 2.399352 0.698462 -3.117037  0.485
N: 0.669738 3.762796 -0.292038  -0.238
H: 1.570800 3.354404 0.022306  0.283
H: 4.060544 3.261669 2.493195  0.423
O: -1.357846 -2.771320 1.570087  -0.501
H: 3.905210 0.530831 -1.874838  0.248
H: -1.559253 1.553373 0.177231  -0.154
H: -2.854476 0.230651 0.737822  -0.190
O: -0.606198 1.085274 -1.201040  -0.204
H: 1.362679 1.013583 -0.932446  -0.545
H: -2.597405 4.066850 -4.150854  0.268
H: 3.576444 2.181222 -2.131166  0.183
H: -1.376224 1.558790 -4.325619  0.471
C: -3.396828 2.455317 0.506561  0.384
N: 1.603047 1.572474 -3.610906  -0.109
H: 0.963928 -1.293845 -4.082868  0.268
C: -1.036412 -3.117380 -1.495155  0.786
H: -0.336262 -0.895746 3.947526  0.402
N: 0.244597 0.022043 4.169626  -0.219
H: 3.182425 -1.774660 1.380919  0.054
O: 2.232590 -0.636228 -3.256013  -0.809
N: -3.451993 2.984254 -0.648586  -0.171
H: -0.298970 -0.457797 1.162646  -1.439
N: 0.156911 -1.846120 -4.424242  -0.335
H: 3.058390 1.579074 4.242597  0.177
H: 2.290802 -2.232979 -0.909135  0.020
O: 3.343494 -3.789884 1.826226  -0.561
O: -1.220751 0.021499 -3.708316  -0.709
H: 0.257514 -2.545625 -5.167770  0.244
H: 1.044293 4.290536 -3.375972  0.340
H: 0.885962 1.157854 -4.167684  0.115
O: -5.344631 -0.206372 0.718282  -0.723
H: -3.311303 2.769133 -4.927770  0.433
H: 2.700828 -1.346446 4.000259  0.223
H: 2.226838 4.055311 -2.115880  0.167
H: -5.470820 -2.638343 0.824456  0.260
H: -2.617325 3.165114 -1.245567  -0.018
H: -0.588813 3.086793 4.129145  0.284
H: -0.773718 -4.712055 -0.010208  0.168
C: 2.132015 -2.926569 -0.120404  0.013
N: -2.012607 -1.989490 -4.698649  -0.305
C: 3.069864 3.265777 2.126405  -0.352
H: -0.093542 3.366653 0.196633  0.219
H: -1.756028 -2.735099 -2.208479  0.345
C: 0.272449 3.921796 -1.501177  0.597
H: 1.245050 -3.120629 2.041218  0.010
H: -3.792114 -3.110107 1.110287  0.163
N: 1.254940 4.044704 -2.356026  -0.559
O: -1.753976 1.160099 3.349926  -0.797
H: 0.665344 -4.007238 3.365796  0.268
C: -2.652689 3.019876 -4.117189  -0.597
H: 4.241517 -3.933181 2.080860  0.332
O: 2.822886 -0.446537 3.634588  -0.415
H: -2.390928 -4.255126 -0.287491  0.202
H: 4.243818 -2.722582 0.355387  0.571
H: 1.154701 -2.600368 0.227003  -0.458
H: 3.408482 1.626413 1.202835  0.308
H: 0.970249 2.428819 4.669794  0.147
C: 3.230993 0.570886 4.563228  -0.863
N: -1.057365 -2.283889 3.840273  -0.384
H: 2.302176 2.889484 2.840676  -0.270
C: -4.328045 -1.077382 0.809152  0.473
H: -2.303480 -1.457742 1.211126  -0.257
O: 0.225420 -3.342706 -2.207710  -0.597
H: 2.628825 0.439872 5.437511  0.450
H: 2.037622 -3.932498 -0.573848  0.416
H: -2.026634 -2.960227 -5.005884  0.217
N: -4.511069 -2.375886 0.984143  -0.342
H: 1.404514 -0.116775 1.233948  0.317
H: 0.543966 -0.529681 -1.176281  0.445
N: 0.620787 -3.092993 2.836110  -0.027
H: -0.683620 -2.567813 4.728606  0.312
O: -1.391325 2.524815 -4.467314  -0.519
N: 3.405009 1.202372 -2.449668  -0.292
N: -3.046407 -0.782545 0.944317  0.572
C: -0.461861 1.141578 3.974179  0.325
H: 0.180268 -2.827979 -3.035144  0.488

Forces on atoms 1 to 6 (eV/Å):
4.7186 0.8384 -4.6716
3.6375 -1.0481 2.3710
1.2382 1.4936 0.4880
6.8241 -1.5508 2.1384
-0.0695 -0.0274 -0.6719
0.3057 -0.4285 1.4167

Calculated values
* charge: 0
* E_HOMO: -6.45 eV
* relative energy (zero: lowest compared OMol25 entry of this formula, charge and spin): 291.3 kcal/mol
* LUMO level: -0.487 eV
* electronic energy: -65007.6271 eV
* frontier orbital gap: 5.958 eV
* M: 654.725 g/mol

2.
Computed, not measured: 13 unconnected molecules or ions with the total composition C16H59N24O15PSi at a distorted geometry, with ωB97M-V with the def2-TZVPD basis set.

Each line ends with the Mulliken charge.
Element x y z (Å)
H: 2.358932 -3.659063 5.123740  0.283
N: 0.333320 -9.705243 8.153176  -0.383
H: -5.190083 4.730151 4.546378  0.157
H: 0.016895 0.787851 -4.092969  0.139
C: 4.824470 7.002921 -3.508188  0.649
N: 5.145018 6.451563 -4.701619  -0.283
O: 6.762518 4.211225 -5.096119  -0.795
H: 2.033634 3.940627 2.216270  0.314
O: -0.902343 1.668675 2.079587  -0.228
N: 0.345570 -6.412800 -2.524086  -0.327
H: -3.387918 7.530010 -2.378049  0.175
H: 0.717413 -9.575516 9.071130  0.155
H: 2.713429 -2.622553 6.467207  0.121
N: -1.230429 2.968245 -4.014338  -0.298
H: 1.309914 0.218723 4.950277  0.211
H: 0.354464 -7.291214 -5.593880  0.225
H: 4.212954 -1.033283 -5.059078  0.260
H: -3.554652 1.676927 0.434236  0.269
H: 4.870315 2.142900 -3.599881  0.164
H: -6.113191 -5.502583 -1.115895  0.150
H: -0.060029 -3.291547 4.316551  0.112
O: 0.180259 -1.516030 -1.117554  -0.480
H: 1.511801 -7.671687 -4.361848  0.158
H: 0.371220 -10.618914 7.732240  0.224
N: 2.324891 -2.746646 5.549818  -0.506
H: -0.204149 -5.879924 -1.870218  0.168
H: 1.680912 -0.654822 0.440995  -0.130
H: 4.745899 2.749282 1.626389  0.264
C: 2.287458 3.839723 1.094514  -1.043
N: -3.135436 6.738813 -2.941503  -0.325
N: 4.238803 -0.192750 -1.979578  -0.291
H: -5.424213 6.862329 -5.164889  0.220
H: -3.638984 3.487713 0.683396  0.105
H: -3.879804 4.678196 3.408133  0.263
H: -1.445161 2.439747 -4.839592  0.110
C: -0.383107 1.090404 0.844430  0.360
C: -2.900662 2.611322 0.552213  -0.291
H: -0.581297 -3.071086 -2.893971  0.136
N: -2.229554 -4.548381 4.131299  -0.280
H: 1.188692 -6.854367 -2.205454  0.175
H: -0.947767 0.114700 0.583905  0.125
O: 1.281572 -1.927225 3.716069  -0.663
H: -1.591541 -4.045380 -1.876214  0.080
N: 5.491277 2.919521 -3.744003  -0.211
H: -5.177182 7.918080 -3.813545  0.155
P: 2.904410 2.103723 0.637662  0.602
H: -2.300026 2.862211 -0.397454  0.004
H: 0.851440 1.009542 -2.591905  0.040
N: -5.342899 -3.726171 0.485002  -0.369
C: 1.748803 -1.751981 4.833114  0.838
H: -4.936330 -3.079110 1.140863  0.220
C: -0.586931 -2.456822 -0.965779  0.467
H: -0.409064 1.783837 -0.061188  -0.385
H: 2.108041 -0.383987 6.366350  0.160
H: 5.090707 -0.626677 -1.673526  0.162
N: 4.535130 -0.964552 -4.107533  -0.448
N: -5.213327 -5.669245 -0.703865  -0.431
O: -0.704722 -8.898270 6.311954  -0.633
H: 1.636711 0.264883 2.661269  -0.413
C: -1.971158 2.567990 1.851944  0.557
O: -0.123683 3.222454 -2.054087  -0.657
N: -0.269754 -7.503858 8.040256  -0.317
H: 3.164961 4.556174 0.879190  0.379
H: 5.770988 5.652423 -4.689040  0.201
H: -2.329903 6.191584 -2.682256  0.176
H: 5.984068 2.681898 -6.885587  0.211
N: 1.730593 -0.548395 5.451017  -0.371
N: -1.128833 -2.768503 0.236489  -0.160
C: -5.688007 4.840404 2.525330  0.623
H: -7.648760 4.995130 2.042983  0.228
N: -7.010687 4.922004 2.818309  -0.403
H: -2.089111 -3.913846 3.366683  0.108
H: -3.068614 -5.104624 4.156756  0.162
C: -0.111819 -6.485882 -3.796599  0.660
O: 4.381831 1.830952 1.541202  -0.577
C: -0.367482 2.554171 -3.055155  0.724
O: -1.544997 -5.493056 6.069305  -0.712
H: 4.800415 6.787068 -5.582384  0.145
O: -1.143316 -5.937197 -4.157753  -0.650
H: 5.002648 1.677192 -5.869628  0.148
N: 3.984839 8.067919 -3.579405  -0.393
N: -4.870593 4.743006 3.595214  -0.333
H: 5.753470 3.489680 -2.954491  0.162
N: 0.662483 -7.214030 -4.638365  -0.400
H: -0.873725 -2.187934 1.019294  0.150
H: -0.691939 -6.736146 7.534940  0.300
N: -0.238578 -3.940606 5.065193  -0.098
H: 0.103965 -7.335839 8.956265  0.155
H: -1.676523 3.862329 -3.877399  0.104
C: -0.244909 -8.712883 7.427396  0.567
H: -1.761551 -3.536863 0.383737  0.168
H: 3.618697 8.434210 -4.438739  0.152
H: -4.708045 -6.503861 -0.954447  0.227
O: -3.490177 5.381691 -4.716646  -0.650
C: 3.764517 -0.256147 -3.242713  0.589
H: 0.438057 -4.033464 5.801819  0.150
O: 5.256718 6.575793 -2.445979  -0.666
N: -4.891513 7.119625 -4.350199  -0.431
Si: 1.447895 0.551045 1.240127  0.549
N: -0.962579 -3.269149 -1.983002  -0.310
N: 0.203041 1.350158 -3.283661  -0.148
O: -5.261916 4.852054 1.381016  -0.682
C: -4.622750 -4.832787 0.181731  0.708
O: 2.719910 0.285303 -3.576812  -0.567
H: -7.377847 4.913264 3.752177  0.155
H: 1.409329 4.203952 0.466345  0.227
C: -3.817381 6.350371 -4.046181  0.695
H: 3.723242 8.504973 -2.711039  0.225
H: -6.245303 -3.522263 0.095646  0.162
N: 5.621176 2.461548 -5.972626  -0.317
C: 6.006201 3.257627 -4.945953  0.607
H: 3.685181 0.331548 -1.319888  -0.073
O: -3.522946 -5.059433 0.670296  -0.677
H: 5.394357 -1.415417 -3.850376  0.139
C: -1.349704 -4.710671 5.148375  0.515
O: -2.230543 3.381301 2.796931  -0.645

Forces on atoms 1 to 6 (eV/Å):
0.1743 0.1812 0.0273
0.3650 -0.9013 0.2632
-0.0332 -0.0034 -0.1122
0.1104 0.0645 0.0765
0.2441 -0.3664 -0.1313
0.1393 -0.2482 -0.0945

Calculated values
* charge: 0
* E_HOMO: -7.37 eV
* relative energy (zero: lowest compared OMol25 entry of this formula, charge and spin): 0.0 kcal/mol
* LUMO level: 0.380 eV
* electronic energy: -101202.1366 eV
* frontier orbital gap: 7.753 eV
* M: 886.861 g/mol